Entry 1:
22
Properties=species:S:1:pos:R:3:nbo_charge:R:1 method="wB97M-V/def2-TZVPD" e_above_lowest_kj_mol=638.7 gap_ev=4.05 e_tot_ev=-30581.575 total_charge=+1 homo_energy_ev=-13.201
N 0.20 1.50 -0.44 -0.730
C 0.23 0.61 0.69 -0.094
C -0.78 1.24 1.68 -0.598
C -0.19 -0.83 0.32 -0.513
S 1.22 -2.05 0.02 0.364
S 0.79 -1.36 -3.02 0.036
H 0.95 1.69 -1.08 0.400
H -0.65 2.00 -0.63 0.397
H 1.06 -1.47 -1.50 0.059
H 1.22 0.72 1.13 0.240
H -0.50 2.26 1.92 0.242
H -0.92 0.73 2.63 0.249
H -1.73 1.23 1.16 0.206
H -0.71 -0.83 -0.64 0.269
H -0.85 -1.33 1.03 0.267
H 2.07 -1.45 -3.30 0.164
H 1.09 -1.76 3.75 0.498
H 0.85 -1.90 2.25 0.438
O 0.59 -1.36 3.01 -0.909
H -0.71 0.22 -2.78 0.468
H -1.65 1.51 -3.26 0.500
O -1.57 0.62 -2.93 -0.953

=====

Entry 2:
21
Properties=species:S:1:pos:R:3:nbo_charge:R:1 method="wB97M-V/def2-TZVPD" e_above_lowest_kj_mol=84.4 gap_ev=11.04 e_tot_ev=-10964.133 total_charge=+1 homo_energy_ev=-14.007
C -0.92 -0.86 1.91 -0.672
C -1.28 0.11 0.86 0.134
C -2.44 0.74 0.76 -0.365
N -0.33 0.23 -0.27 -0.726
H -1.78 -1.22 2.45 0.259
H -0.39 -1.72 1.50 0.239
H -0.16 -0.46 2.60 0.245
H -2.87 1.28 -0.07 0.222
H -3.15 0.71 1.59 0.232
H -0.28 1.19 -0.61 0.438
H -0.64 -0.24 -1.13 0.476
H 0.60 0.10 0.14 0.488
H 2.88 -1.10 -0.86 0.476
H 2.46 -2.38 -0.18 0.481
O 2.47 -1.43 -0.04 -0.951
H 2.83 2.00 -0.08 0.495
H 2.20 2.15 1.34 0.495
O 2.14 1.67 0.52 -0.982
H -0.03 0.40 -3.73 0.502
H -1.00 -0.85 -3.57 0.500
O -0.32 -0.32 -3.13 -0.985

=====

Entry 3:
21
Properties=species:S:1:pos:R:3:nbo_charge:R:1 method="wB97M-V/def2-TZVPD" e_above_lowest_kj_mol=221.0 gap_ev=10.68 e_tot_ev=-10962.717 total_charge=+1 homo_energy_ev=-14.996
C 0.85 1.98 -0.82 -0.645
C 0.19 1.97 0.56 -0.241
C -1.94 0.74 0.85 0.101
N -0.62 0.72 0.79 -0.406
H 1.87 1.55 -0.85 0.235
H 0.26 1.52 -1.54 0.223
H 0.86 2.93 -1.35 0.249
H 0.87 2.06 1.42 0.242
H -0.53 2.84 0.47 0.222
H -2.55 -0.14 1.21 0.242
H -2.60 1.60 0.71 0.223
H 0.07 -0.06 0.81 0.502
H 0.86 -2.18 -0.21 0.493
H 0.47 -1.05 -1.36 0.530
O 0.71 -1.19 -0.32 -1.028
H 0.39 -1.56 3.10 0.489
H -0.06 -2.45 1.90 0.472
O -0.34 -1.78 2.47 -0.953
H 0.07 -1.88 -3.65 0.516
H 1.50 -1.55 -3.10 0.479
O 0.66 -1.38 -2.99 -0.943

=====

Entry 4:
22
Properties=species:S:1:pos:R:3:nbo_charge:R:1 method="wB97M-V/def2-TZVPD" e_above_lowest_kj_mol=247.3 smiles=CCSSC.O.O.O gap_ev=8.97 e_tot_ev=-31148.905 total_charge=0 homo_energy_ev=-8.659
C -1.06 -1.29 -0.60 -0.652
C -2.00 -0.32 0.10 -0.538
S -1.52 0.14 1.82 0.069
S -0.45 1.90 1.96 0.117
C 1.10 1.33 1.07 -0.766
H -0.58 -0.94 -1.54 0.216
H -1.53 -2.27 -0.84 0.216
H -0.29 -1.65 0.11 0.218
H -1.93 0.70 -0.47 0.183
H -3.10 -0.62 -0.01 0.245
H 0.95 1.28 -0.03 0.211
H 1.92 2.03 0.97 0.228
H 1.53 0.43 1.34 0.237
H 1.98 -1.73 1.80 0.488
H 3.33 -1.24 1.10 0.502
O 2.35 -1.33 1.09 -0.964
H 1.09 -1.68 -1.86 0.452
H 1.85 -1.27 -0.68 0.479
O 1.82 -1.27 -1.58 -0.939
H -1.15 2.98 -1.36 0.461
H -2.14 1.89 -1.25 0.442
O -2.18 2.93 -1.14 -0.904

=====

Entry 5:
22
Properties=species:S:1:pos:R:3:nbo_charge:R:1 method="wB97M-V/def2-TZVPD" e_above_lowest_kj_mol=102.7 smiles=CCCSS.O.O.O gap_ev=9.21 e_tot_ev=-31150.403 total_charge=0 homo_energy_ev=-8.945
C 0.41 1.24 -0.76 -0.439
C 0.84 2.67 -1.45 -0.612
C 1.30 0.13 -1.24 -0.527
S 0.89 -1.47 -0.40 0.073
S 1.57 -1.34 1.48 -0.149
H -0.64 1.17 -0.92 0.193
H 0.41 1.49 0.35 0.244
H 1.26 2.49 -2.49 0.196
H 0.07 3.27 -1.75 0.202
H 1.52 3.11 -0.72 0.212
H 2.32 0.40 -0.98 0.226
H 1.12 -0.02 -2.36 0.233
H 0.67 -0.83 2.30 0.143
H -1.68 -0.59 0.68 0.474
H -2.70 0.01 -0.11 0.487
O -2.59 -0.30 0.88 -0.969
H -1.56 0.97 1.97 0.496
H -0.89 1.94 2.94 0.471
O -0.71 1.17 2.37 -0.974
H -3.01 0.88 -2.16 0.473
H -3.45 -0.57 -2.40 0.487
O -2.71 0.00 -2.12 -0.941

=====

Entry 6:
21
Properties=species:S:1:pos:R:3:nbo_charge:R:1 method="wB97M-V/def2-TZVPD" e_above_lowest_kj_mol=221.9 spin_multiplicity=2 gap_ev="8.30 / 4.11" e_tot_ev=-11516.857 total_charge=+1 homo_energy_ev="-13.501 / -13.499" s2=0.75
C 0.87 1.10 2.25 -0.725
C -0.57 1.35 1.99 0.132
C -0.94 1.96 0.84 -0.035
H 1.59 1.37 1.50 0.273
H 1.23 1.79 3.06 0.328
H 1.04 0.02 2.49 0.282
H -1.22 0.92 2.67 0.235
H -2.00 2.09 0.48 0.238
H -0.41 2.43 0.02 0.258
H 1.90 -1.50 0.56 0.485
H 1.00 -1.95 1.61 0.473
O 0.95 -1.69 0.70 -0.947
H -1.49 -0.73 -3.27 0.475
H -1.54 0.01 -2.01 0.447
O -1.95 -0.01 -2.93 -0.922
H 0.34 -2.66 -1.94 0.484
H -1.09 -2.57 -1.74 0.480
O -0.44 -1.99 -2.10 -0.963
H 1.25 -0.24 -2.06 0.488
H 0.49 -0.10 -0.71 0.474
O 0.99 0.41 -1.42 -0.958

=====

Entry 7:
22
Properties=species:S:1:pos:R:3:nbo_charge:R:1 method="wB97M-V/def2-TZVPD" e_above_lowest_kj_mol=257.8 smiles="CCC=O.O.O.O.O" gap_ev=9.98 e_tot_ev=-13573.325 total_charge=0 homo_energy_ev=-9.675
O -0.68 3.71 0.86 -0.520
C -1.11 2.58 0.75 0.461
C -0.42 1.19 0.36 -0.527
C -1.28 -0.07 0.38 -0.593
H -2.20 2.41 0.98 0.084
H 0.33 0.97 1.22 0.219
H 0.22 1.37 -0.58 0.246
H -1.67 -0.21 -0.68 0.212
H -2.16 0.06 1.05 0.217
H -0.72 -0.91 0.47 0.196
H -0.68 -1.20 -3.05 0.471
H 0.56 -0.80 -2.08 0.485
O -0.08 -1.55 -2.19 -0.953
H -0.06 -2.01 1.44 0.487
H 0.49 -1.32 2.76 0.470
O -0.09 -2.06 2.47 -0.967
H 0.91 -3.71 1.44 0.473
H 0.74 -4.04 0.01 0.473
O 1.14 -3.47 0.63 -0.937
H 1.80 2.21 -2.86 0.466
H 2.67 1.17 -2.98 0.470
O 1.79 1.35 -2.53 -0.932

=====

Entry 8:
22
Properties=species:S:1:pos:R:3:nbo_charge:R:1 method="wB97M-V/def2-TZVPD" e_above_lowest_kj_mol=65.2 smiles="CCC=O.O.O.O.O" gap_ev=10.39 e_tot_ev=-13575.321 total_charge=0 homo_energy_ev=-9.837
O 1.03 0.16 1.98 -0.528
C 0.18 1.01 1.92 0.460
C -1.31 0.74 2.00 -0.523
C -1.69 0.08 3.31 -0.613
H 0.47 2.08 1.84 0.100
H -1.63 0.11 1.16 0.238
H -1.81 1.70 1.85 0.207
H -2.02 0.75 4.10 0.211
H -0.99 -0.62 3.76 0.228
H -2.57 -0.56 3.13 0.216
H -0.17 0.31 -3.29 0.486
H -0.70 -1.16 -3.53 0.503
O 0.06 -0.58 -3.57 -0.972
H 2.31 0.76 -0.18 0.477
H 2.09 -0.13 -1.42 0.494
O 1.70 0.61 -0.91 -0.999
H -1.44 -0.39 -1.03 0.459
H -0.27 -1.27 -0.80 0.488
O -1.22 -1.33 -1.00 -0.944
H 3.36 -0.40 -3.17 0.472
H 1.89 -0.82 -3.29 0.503
O 2.73 -1.05 -2.85 -0.962

=====

Entry 9:
22
Properties=species:S:1:pos:R:3:nbo_charge:R:1 method="wB97M-V/def2-TZVPD" e_above_lowest_kj_mol=167.7 spin_multiplicity=2 gap_ev="3.29 / 11.07" e_tot_ev=-10424.392 total_charge=0 homo_energy_ev="-2.626 / -10.535" s2=0.75
C -0.35 -0.09 -2.41 -0.250
C -1.36 -0.23 -1.31 -0.435
C -0.63 -0.78 0.00 -0.307
N -0.13 0.42 0.61 -0.802
N 0.58 1.06 -2.05 -0.862
H -0.52 -0.21 -3.56 0.209
H 0.37 -1.02 -2.15 0.187
H -1.72 0.69 -0.92 0.189
H -2.33 -0.75 -1.63 0.232
H -1.44 -1.38 0.56 0.250
H 0.10 -1.57 -0.18 0.222
H -0.88 0.89 1.01 0.411
H 0.49 0.95 0.01 0.463
H 0.47 -0.03 1.32 0.467
H 0.08 1.89 -2.27 0.351
H 1.36 1.07 -2.58 0.363
H 3.03 0.71 1.31 0.378
H 2.60 0.04 2.66 0.397
O 2.25 0.67 2.02 -1.229
H -0.78 -1.42 3.44 0.455
H -0.41 -0.14 3.35 0.423
O -0.77 -0.78 2.76 -1.111

=====

Entry 10:
23
Properties=species:S:1:pos:R:3:nbo_charge:R:1 method="wB97M-V/def2-TZVPD" e_above_lowest_kj_mol=99.8 gap_ev=11.42 e_tot_ev=-12470.802 total_charge=+1 homo_energy_ev=-14.262
C 1.78 -2.01 -0.75 -0.629
C 1.03 -1.78 0.59 -0.224
N 0.34 -0.47 0.54 -0.517
C 0.69 0.30 1.53 0.421
N 0.30 1.58 1.66 -0.708
H 2.47 -2.81 -0.71 0.241
H 1.12 -2.42 -1.54 0.224
H 2.20 -1.12 -1.12 0.214
H 0.45 -2.65 0.98 0.232
H 1.84 -1.74 1.36 0.207
H -0.10 -0.11 -0.28 0.450
H 1.29 -0.06 2.36 0.220
H -0.34 1.84 0.95 0.423
H 0.21 2.04 2.56 0.430
H -3.38 0.15 -1.62 0.499
H -2.24 0.81 -2.53 0.495
O -2.45 0.32 -1.74 -0.985
H 1.38 2.08 -1.93 0.487
H -0.04 2.35 -2.18 0.479
O 0.52 1.96 -1.49 -0.961
H -2.85 1.01 1.67 0.505
H -2.11 0.23 0.37 0.504
O -2.12 0.50 1.30 -1.008